{
  "formula": "C57H114O57",
  "method": "the ωB97M-V functional and the def2-TZVPD basis",
  "e_above_lowest_kcal_mol": 76.0,
  "gap_ev": 10.9,
  "e_tot_ev": -177657.62091,
  "total_charge": 0,
  "lumo_ev": 0.4,
  "fmax_ev_per_a": 5.4,
  "elements": ["C", "O", "C", "O", "O", "C", "H", "H", "H", "H", "H", "H", "C", "O", "C", "O", "O", "C", "H", "H", "H", "H", "H", "H", "C", "O", "C", "O", "O", "C", "H", "H", "H", "H", "H", "H", "C", "O", "C", "O", "O", "C", "H", "H", "H", "H", "H", "H", "C", "O", "C", "O", "O", "C", "H", "H", "H", "H", "H", "H", "C", "O", "C", "O", "O", "C", "H", "H", "H", "H", "H", "H", "C", "O", "C", "O", "O", "C", "H", "H", "H", "H", "H", "H", "C", "O", "C", "O", "O", "C", "H", "H", "H", "H", "H", "H", "C", "O", "C", "O", "O", "C", "H", "H", "H", "H", "H", "H", "C", "O", "C", "O", "O", "C", "H", "H", "H", "H", "H", "H", "C", "O", "C", "O", "O", "C", "H", "H", "H", "H", "H", "H", "C", "O", "C", "O", "O", "C", "H", "H", "H", "H", "H", "H", "C", "O", "C", "O", "O", "C", "H", "H", "H", "H", "H", "H", "C", "O", "C", "O", "O", "C", "H", "H", "H", "H", "H", "H", "C", "O", "C", "O", "O", "C", "H", "H", "H", "H", "H", "H", "C", "O", "C", "O", "O", "C", "H", "H", "H", "H", "H", "H", "C", "O", "C", "O", "O", "C", "H", "H", "H", "H", "H", "H", "C", "O", "C", "O", "O", "C", "H", "H", "H", "H", "H", "H", "C", "O", "C", "O", "O", "C", "H", "H", "H", "H", "H", "H"],
  "positions_angstrom": [[2.195628, 1.686014, 5.435079], [2.275178, 3.105714, 5.704049], [3.070198, 3.504674, 6.663859], [3.655258, 2.819584, 7.501479], [3.143148, 4.815624, 6.533269], [3.946958, 5.510464, 7.493489], [2.002568, 1.160184, 6.370139], [3.066888, 1.295374, 4.909349], [1.306248, 1.607484, 4.809819], [4.943238, 5.069274, 7.463849], [3.535608, 5.406944, 8.497569], [3.981188, 6.535894, 7.125499], [2.918518, -2.729886, 0.043649], [2.802048, -4.004406, 0.662049], [3.548768, -4.464886, 1.737479], [3.462478, -5.654326, 2.141699], [4.312908, -3.484876, 2.258619], [5.484548, -3.661456, 2.907009], [2.463558, -2.850686, -0.939471], [3.962168, -2.417766, 0.005319], [2.329698, -1.983706, 0.577129], [6.172408, -2.852396, 2.661329], [5.907318, -4.578626, 2.496919], [5.292568, -3.676706, 3.979859], [-3.589142, -7.862916, -9.269331], [-2.549392, -7.465886, -8.388141], [-2.681702, -7.683956, -7.122371], [-3.583232, -8.370966, -6.661691], [-1.691582, -7.169856, -6.432261], [-1.628992, -7.300446, -4.976081], [-4.516932, -7.354846, -9.006311], [-3.772332, -8.937176, -9.291551], [-3.267532, -7.331786, -10.165191], [-1.396692, -8.326536, -4.690981], [-2.601772, -7.089346, -4.531961], [-0.915562, -6.568526, -4.597401], [-1.147782, -5.118266, 3.592609], [-0.869802, -5.719486, 2.354399], [-0.980122, -5.074626, 1.142939], [-1.336592, -3.884486, 0.963199], [-0.724972, -5.940226, 0.168879], [-0.769452, -5.503016, -1.243861], [-1.202002, -5.739946, 4.486299], [-2.099882, -4.589556, 3.638119], [-0.267232, -4.554686, 3.900999], [0.260118, -5.228856, -1.473931], [-1.432682, -4.667476, -1.467691], [-0.986562, -6.319766, -1.932251], [-6.208732, -0.956086, -6.650451], [-5.579002, -2.196826, -6.579221], [-4.216012, -2.194376, -6.223861], [-3.491732, -1.269336, -6.240151], [-3.910492, -3.471096, -5.967791], [-2.614282, -3.864786, -5.490501], [-7.268092, -1.092526, -6.433071], [-6.030642, -0.425756, -7.585931], [-5.881512, -0.153116, -5.989951], [-2.271202, -4.837046, -5.844201], [-2.702562, -3.920216, -4.405491], [-1.922142, -3.046846, -5.690551], [0.554968, 5.127254, -0.516081], [0.785618, 6.466494, -0.033161], [-0.049902, 7.381124, -0.316131], [-1.062392, 7.326784, -1.050661], [0.421368, 8.436294, 0.301559], [-0.185502, 9.683154, 0.163729], [1.484158, 4.563944, -0.601961], [-0.007512, 5.059104, -1.447251], [0.086228, 4.443194, 0.191339], [-1.179912, 9.654244, 0.609159], [-0.255072, 10.061474, -0.856141], [0.396088, 10.449554, 0.676069], [-4.679752, -1.946866, -2.037631], [-4.705552, -3.196106, -2.646741], [-5.829082, -3.709696, -3.267991], [-7.006762, -3.279466, -3.198361], [-5.444792, -4.881966, -3.811061], [-6.375012, -5.623356, -4.504101], [-4.705652, -1.179586, -2.811401], [-3.830832, -1.768126, -1.377711], [-5.520412, -1.842606, -1.351691], [-7.091012, -5.092236, -5.131271], [-6.884642, -6.321266, -3.839801], [-5.740762, -6.159056, -5.210401], [0.636598, 1.612794, 0.915259], [0.119288, 0.470834, 0.242479], [0.828608, 0.002214, -0.869781], [1.948648, 0.382834, -1.296531], [0.094568, -1.001256, -1.359511], [0.379158, -1.638876, -2.631801], [-0.165802, 2.250224, 1.286659], [1.236328, 2.242124, 0.257709], [1.247208, 1.346464, 1.777999], [1.035478, -2.500956, -2.512791], [0.853038, -0.938166, -3.319221], [-0.598202, -1.955936, -2.995571], [4.698788, -0.226406, -3.276651], [5.383608, -1.279276, -2.525171], [5.083748, -2.503776, -2.732971], [4.301158, -2.947196, -3.601551], [5.681858, -3.250276, -1.821341], [5.364928, -4.655876, -1.735291], [5.037418, -0.305676, -4.309681], [4.902458, 0.780044, -2.911021], [3.633198, -0.432656, -3.376971], [6.010348, -5.019996, -0.935951], [5.561388, -5.282716, -2.605111], [4.310568, -4.884966, -1.580581], [4.966018, 0.877544, 2.389499], [3.804528, 1.669274, 2.380039], [3.631548, 3.015234, 2.423599], [2.608648, 3.584084, 2.123189], [4.747478, 3.593764, 2.689769], [4.768288, 5.060524, 2.890589], [5.027818, 0.386274, 1.418449], [4.922758, 0.140124, 3.191019], [5.823868, 1.548274, 2.437549], [5.522618, 5.669704, 2.392619], [4.877368, 5.280074, 3.952669], [3.830858, 5.596454, 2.741959], [5.653938, 2.745914, -1.266291], [5.425968, 4.119164, -0.911601], [4.609068, 4.955904, -1.491601], [3.899458, 4.736664, -2.474411], [4.628068, 5.995804, -0.803381], [3.797078, 7.114964, -1.015891], [4.726628, 2.230644, -1.516661], [6.072148, 2.218504, -0.408951], [6.414268, 2.644334, -2.040681], [3.693198, 7.685754, -0.093121], [2.788338, 6.797644, -1.280181], [4.189598, 7.782184, -1.783261], [-0.390142, 4.218224, 3.650809], [-1.563032, 3.740094, 4.307329], [-1.944372, 2.483284, 4.220819], [-1.466972, 1.565474, 3.517499], [-2.958612, 2.331314, 5.172519], [-3.577602, 1.095014, 5.209349], [0.000808, 5.235344, 3.677649], [-0.472592, 4.041334, 2.578419], [0.515548, 3.720044, 3.996699], [-2.894992, 0.334514, 5.588539], [-3.998792, 0.849084, 4.234559], [-4.407852, 1.425364, 5.833569], [-0.535542, 0.156644, 7.079929], [0.577248, -0.070086, 7.861639], [0.826278, 0.751354, 8.897499], [0.108038, 1.630334, 9.386369], [2.033268, 0.322674, 9.350069], [2.592698, 0.710404, 10.567019], [-0.781242, 1.180494, 6.798019], [-1.418612, -0.273446, 7.552479], [-0.366202, -0.344266, 6.126769], [3.166608, 1.631014, 10.461179], [3.206888, -0.116316, 10.923949], [1.937598, 0.867564, 11.423899], [-4.068912, 6.027464, 1.331579], [-4.259382, 7.505214, 1.459439], [-3.440862, 8.218824, 2.244499], [-2.656052, 7.739244, 3.067449], [-3.625622, 9.512214, 1.939539], [-2.818202, 10.471904, 2.467019], [-4.903402, 5.498284, 0.871489], [-3.987402, 5.712874, 2.371999], [-3.222222, 5.788764, 0.687969], [-3.247102, 10.825394, 3.404669], [-2.640022, 11.379524, 1.890319], [-1.803822, 10.170394, 2.728219], [-4.125662, 2.814184, 1.632659], [-4.164152, 1.890564, 0.504159], [-3.455222, 2.131394, -0.637021], [-2.947722, 3.221124, -0.863671], [-3.276932, 0.993564, -1.340541], [-2.227152, 1.021074, -2.322911], [-4.894782, 3.570804, 1.477459], [-3.208762, 3.343904, 1.891129], [-4.446642, 2.391274, 2.584619], [-1.344872, 1.589324, -2.028331], [-2.526522, 1.534744, -3.236491], [-1.909952, 0.005454, -2.559541], [3.780108, -5.842046, -5.120201], [2.812188, -6.165736, -6.069461], [1.820618, -5.359656, -6.434091], [1.432638, -4.320406, -5.935501], [1.357048, -5.831096, -7.600221], [0.269208, -5.260676, -8.240621], [3.306828, -5.334656, -4.279571], [4.580048, -5.205936, -5.499081], [4.092398, -6.756186, -4.615291], [-0.361542, -5.988896, -8.750481], [0.567258, -4.472466, -8.932001], [-0.297262, -4.663366, -7.526171], [0.316648, -1.817996, 2.732289], [1.689568, -1.644566, 3.096469], [2.094048, -1.741676, 4.392239], [1.453108, -1.826516, 5.381929], [3.490568, -1.704376, 4.427679], [4.227748, -1.646456, 5.661849], [0.188468, -1.514886, 1.693159], [-0.302702, -1.126516, 3.303559], [0.074628, -2.877956, 2.809899], [3.812118, -0.872806, 6.307469], [5.244138, -1.299046, 5.476479], [4.254878, -2.621266, 6.148789], [1.062958, 3.098744, -3.317441], [0.201738, 2.160744, -4.018451], [0.639428, 1.288484, -4.971791], [1.819338, 1.134344, -5.297591], [-0.377572, 0.703594, -5.519071], [-0.249632, -0.324466, -6.472891], [2.104058, 2.803094, -3.447061], [0.694708, 3.114324, -2.291651], [1.043488, 4.087854, -3.775011], [-1.211602, -0.592516, -6.909781], [-0.070902, -1.205216, -5.856101], [0.567088, -0.270226, -7.192691], [-3.437672, -2.031746, 3.029859], [-4.544502, -2.305506, 2.223539], [-5.567862, -1.446716, 2.075619], [-5.584432, -0.284626, 2.534769], [-6.466452, -2.055976, 1.330529], [-7.620952, -1.406896, 0.810899], [-3.676942, -2.244986, 4.071669], [-3.062102, -1.011496, 2.951529], [-2.540462, -2.597796, 2.779469], [-7.378572, -0.413276, 0.433989], [-8.412792, -1.426216, 1.559709], [-7.938782, -2.012726, -0.037671]],
  "atomic_forces_ev_per_a": [[-0.86, 0.26, 0.48], [-0.23, -1.07, -0.97], [1.24, -0.91, 1.43], [-0.94, 0.96, -1.31], [0.01, 0.83, 0.33], [0.32, -0.35, -0.37], [0.29, -0.12, -0.13], [0.08, 0.24, 0.12], [0.16, -0.18, -0.14], [0.07, 0.14, 0.21], [-0.03, 0.18, -0.11], [-0.09, -0.08, 0.34], [0.14, 0.39, 0.45], [0.47, -1.83, 1.75], [-0.51, -2.22, 0.26], [0.49, 4.45, -1.54], [-3.37, 0.87, -2.62], [1.70, -1.24, 0.85], [0.36, -0.04, -0.03], [-0.11, 0.08, -0.22], [0.13, -0.02, 0.20], [-0.21, 0.19, 0.01], [0.47, -0.25, 0.74], [0.41, -0.32, 0.05], [-0.52, 1.18, -0.14], [1.21, 0.90, -0.98], [-2.01, -2.50, 1.94], [0.52, 0.80, 0.09], [1.30, 1.01, 0.79], [-1.04, -0.36, -0.51], [-0.11, -0.20, 0.39], [0.41, 0.14, -0.24], [-0.12, -0.97, -0.50], [0.33, 0.11, -0.19], [-0.12, 0.12, -0.20], [0.16, -0.21, -0.42], [0.32, 1.34, 1.02], [-0.03, -0.88, -1.93], [-1.52, 2.83, 0.42], [1.17, -3.32, 0.87], [-0.39, -0.23, -0.61], [1.00, 0.39, 0.59], [-0.10, -1.50, -0.88], [0.30, 0.46, -0.49], [-0.30, 0.86, -0.30], [-0.03, 0.32, -0.01], [-0.08, -0.07, 0.61], [-0.35, -0.42, 0.80], [-0.51, 1.95, -0.21], [2.42, -0.61, 1.14], [-2.37, -2.19, -0.88], [0.96, 1.62, 0.28], [-0.60, -0.61, -0.39], [0.01, 1.41, 0.95], [0.10, -0.20, -0.36], [-0.33, -0.61, -0.62], [0.51, -0.62, 0.88], [-0.47, 0.33, -0.58], [-0.02, -0.14, 0.12], [0.29, -0.30, -0.29], [-0.01, -1.20, -0.07], [1.52, -3.97, 0.24], [-4.07, 1.31, -2.73], [2.56, 0.14, 2.05], [0.94, 1.17, 0.57], [-1.05, 1.20, -0.09], [0.62, 0.93, -0.40], [0.08, 0.58, 0.12], [-0.76, 0.83, 0.54], [-0.03, 0.07, -0.21], [-0.10, -0.56, -0.26], [0.24, -0.47, 0.34], [-1.24, 1.48, 0.58], [-0.48, -2.16, -1.48], [-2.11, 0.80, 1.74], [4.09, -1.00, -0.48], [0.75, 2.66, 1.28], [-0.55, -1.51, -1.51], [-0.07, 0.23, 0.18], [0.47, -0.71, -0.49], [-0.35, 0.16, -0.26], [0.02, 0.53, 0.49], [-0.09, 0.05, -0.05], [-0.28, -0.50, 0.02], [0.64, 0.88, 0.19], [1.06, -0.71, -2.13], [1.90, 0.78, 0.15], [-3.68, -0.92, 1.42], [0.09, 0.20, 0.13], [0.23, 0.55, 0.34], [-0.37, -0.53, -0.15], [0.16, -0.31, -0.12], [0.02, -0.27, -0.17], [-0.05, 0.07, 0.15], [-0.05, 0.03, 0.04], [0.15, 0.01, -0.04], [-0.21, -1.06, -1.50], [0.39, 3.02, 0.62], [-3.03, -2.49, -2.41], [1.72, 0.93, 1.81], [0.35, -1.05, 0.34], [0.05, -0.41, -0.16], [0.29, 0.18, 0.01], [0.17, -0.67, 0.44], [0.01, 0.07, 0.65], [-0.36, 0.05, 0.08], [0.62, 0.68, -0.51], [-0.09, 0.65, 0.61], [1.04, 0.91, -0.52], [-2.77, 0.51, 0.06], [-0.56, -0.98, -1.53], [-0.06, -0.89, 0.55], [2.59, 3.02, 0.86], [-0.86, 0.61, 1.23], [-0.18, -0.26, 0.07], [-0.04, 0.19, -0.01], [0.27, -0.31, 0.43], [0.33, -1.18, -0.59], [0.50, -0.71, 0.23], [-0.37, -0.87, -0.82], [-0.33, 0.01, -0.21], [1.78, -1.68, 1.11], [-2.31, -3.18, -3.76], [0.91, 0.09, 0.97], [0.73, 3.95, 3.00], [-1.09, 0.45, -0.52], [-0.04, 0.30, -0.22], [-0.11, 0.50, 0.33], [-0.30, 0.28, -0.32], [0.39, -0.33, 0.12], [0.19, -0.06, -0.22], [0.13, -0.24, -0.10], [1.72, -1.34, -1.65], [-0.05, 1.37, 0.45], [0.43, -2.32, 0.19], [-1.42, 2.59, 1.88], [3.18, 2.03, -2.41], [-1.28, -0.04, -0.14], [-1.75, 0.66, 1.05], [-0.08, -0.30, -0.02], [-0.30, -0.71, 0.06], [-0.41, -0.18, 0.14], [0.18, -0.42, -0.03], [-0.21, -1.38, 0.48], [-1.83, -0.15, -1.37], [1.18, 0.93, 0.90], [-0.52, 0.73, 1.71], [1.78, -2.09, -1.46], [-1.17, -0.15, -0.80], [0.44, 0.58, 1.38], [0.42, 0.39, 0.60], [-0.09, 0.01, 0.03], [0.09, -0.29, 0.18], [0.19, -0.13, -0.16], [0.35, 0.08, -0.50], [-0.86, 0.11, -0.49], [0.29, 1.14, 1.15], [-0.27, -0.58, -0.87], [1.26, -1.97, 0.73], [-1.34, 1.39, -1.54], [-0.95, -1.37, -1.47], [1.71, 1.79, 2.56], [-0.46, 1.08, 0.03], [0.43, -0.50, -0.26], [0.31, 0.31, 0.38], [-0.07, 0.06, 0.18], [-0.78, -0.39, -0.88], [-0.07, -0.72, -0.05], [-0.96, 0.92, -0.31], [0.52, -0.65, 0.07], [1.33, 1.47, 1.58], [-0.61, -1.49, -0.24], [-0.22, 0.59, 0.63], [0.36, 0.71, -0.77], [0.13, 0.05, -0.34], [0.46, -0.37, -0.96], [0.03, -1.20, -0.56], [-0.17, -0.10, 0.64], [-0.43, -0.19, -0.01], [-0.47, 0.04, 0.28], [-0.52, 0.74, 2.14], [-0.62, -0.81, -1.13], [-0.17, 1.62, -0.79], [0.44, -1.14, 0.32], [1.09, -1.60, 0.34], [-1.16, 1.96, 0.14], [-0.01, 0.66, -0.15], [-0.03, -0.30, -0.14], [0.47, -0.23, -0.79], [0.34, -0.16, 0.32], [0.49, -0.29, -0.42], [-0.45, -0.41, 0.21], [-0.19, 0.09, 0.21], [1.68, 0.09, 1.02], [2.11, 0.23, -1.04], [-1.29, -0.14, 0.66], [-0.76, 0.20, -1.33], [-0.89, 0.44, 0.25], [0.43, -0.09, 0.04], [-0.20, -0.36, 0.31], [-0.31, 0.39, 0.19], [-0.32, -0.31, 0.27], [-0.06, -0.28, -0.63], [-0.15, 0.10, 0.06], [0.61, -0.73, -1.03], [-0.51, -0.54, -0.58], [3.39, 1.53, 0.20], [-1.83, 0.08, 0.73], [-1.92, 0.78, -0.08], [0.41, -2.13, 0.63], [-0.06, -0.32, 0.57], [0.32, -0.07, -0.19], [-0.63, -0.01, -0.03], [-0.04, 1.01, -0.13], [0.50, -0.42, -0.18], [-0.13, 0.66, 0.14], [1.02, 1.07, 1.11], [-0.73, -0.64, -0.94], [1.21, 2.94, 1.30], [-0.38, -2.98, -1.18], [0.24, -0.55, -0.12], [-0.08, 0.10, -0.14], [-0.08, 0.10, 0.11], [-0.56, 0.36, -0.02], [-0.66, -0.63, -0.63], [-0.09, 0.09, 0.37], [0.08, 0.37, -0.02], [0.09, -0.06, 0.09]]
}